# 1
A molecular structure, C12H30F4N4O12S4Sn, computed with wB97M-V/def2-TZVPD.

The geometry in XYZ format:
```
67
C12H30F4N4O12S4Sn, DFT wB97M-V/def2-TZVPD
H 2.6539 2.1040 -1.5480
F -1.9527 -3.1691 2.6065
O 1.9428 -1.4977 2.0868
H -1.1246 -0.4557 3.9020
C 5.3414 3.0872 -1.3486
H 5.5192 3.0881 -2.4240
C 3.5425 1.5858 -1.9085
O -2.7766 -5.1796 1.9894
H 1.0471 -2.3753 3.9183
H 4.5750 -0.1970 0.0315
H 2.4741 -0.1198 -2.6685
F -2.8390 -3.4562 -2.0623
H -4.2452 0.5281 2.4959
H 4.0236 -1.6986 2.0872
H 4.6149 3.8789 -1.1661
C -1.8206 0.2798 3.4986
F -0.1036 2.0865 -1.6420
O 2.4219 3.1874 1.7449
N 2.5839 -0.2701 -0.6001
H -1.2997 1.2225 3.3313
H -2.5711 0.4723 4.2653
H -0.1324 0.6753 -4.1724
O -4.1768 -3.0924 2.2129
H 6.2143 3.1162 -0.6964
S -3.0564 -3.7842 1.6474
H -3.0776 1.4609 -0.7526
S 1.0421 2.6590 1.6584
H -3.8158 -0.8760 -2.1221
H -3.8979 -0.9749 0.4153
O -2.3520 -0.2417 2.2295
O -1.2595 3.4191 -0.1211
H 2.5948 -1.4703 4.1015
S -3.6225 -3.7362 -0.6608
Sn -0.3277 -1.0462 0.2648
H 0.7027 -0.6871 -3.4874
N -2.3536 -3.1693 0.4372
H -4.9041 0.4901 0.2775
C 3.5923 -0.3319 0.4835
C -0.2492 -0.3785 -3.9194
H 3.6367 0.5989 1.0489
H 3.7362 1.9377 -2.9218
O 1.1558 3.9380 -0.7948
O -1.2356 -0.5490 -2.8587
H 4.1011 -0.4452 -2.1287
H -3.1183 1.5414 1.6213
C -2.3620 0.2947 -3.0016
H 3.1670 -2.3381 0.7034
H -1.9382 1.2925 -3.1160
O -3.7987 -5.1816 -0.7316
H 2.7038 -3.0159 3.4130
O 4.6274 1.9543 -1.0427
S 0.1004 3.0221 -0.3578
H -2.7408 0.0751 -3.9998
O -4.8542 -2.9563 -0.8222
C 2.0252 -2.1659 3.4853
H -4.2828 0.8261 -2.2845
C -3.4546 0.5121 1.7457
C 3.1900 0.0969 -1.8756
N -2.9106 0.4649 -0.7377
H 2.0762 0.5719 -0.3692
C 3.2341 -1.4775 1.3690
O -0.1222 3.3590 2.3117
F 1.3804 1.5939 2.8153
H -0.6427 -0.9506 -4.7595
C -3.8837 0.1126 0.3440
C -3.4696 0.1520 -2.0155
N 0.7519 1.6028 0.5748
```

The maximum force comes out at 11.86 eV/Å. The value obtained for the HOMO-LUMO gap (alpha / beta) is 7.115 / 2.722 eV. For the molar mass, the calculation gives 745.4 u. The calculated total energy is -103482.8231 eV. The energy above the lowest of the compared OMol25 structures with the same formula, charge and spin is 26.45 kcal/mol. As for the expectation value of S²: 0.75. Its spin multiplicity is 2. Its net charge is +1.

---

# 2
A molecular structure, C30H66BMgN4O30, computed with wB97M-V/def2-TZVPD.

The geometry in XYZ format:
```
132
C30H66BMgN4O30, DFT wB97M-V/def2-TZVPD
C -2.2917 -2.3809 8.2323
C 2.9605 9.4729 -1.5222
C 1.1208 -1.3740 7.3359
N -1.5209 4.5924 4.1200
O -2.4803 -1.6905 -4.4518
H -1.8807 -2.9069 9.0939
C 0.3644 8.3692 -1.6893
O -1.0076 3.8027 4.8800
O -1.6098 1.2669 0.3914
C 1.8088 -2.3166 -6.9993
H -0.4184 -8.1406 5.0459
H 0.4639 -2.0645 -9.0292
O -7.9594 -3.8259 2.3944
H -3.2301 -1.9309 8.5563
C 1.8266 10.1283 -2.3736
H -0.7054 8.1605 -1.6929
H 1.0793 -5.5363 8.5780
C -0.9088 5.9925 3.9253
H 0.8323 8.1542 -0.7286
C -3.8185 -2.0175 -3.9772
C -1.0882 -7.3861 6.9605
N 3.0167 -5.3120 3.1585
H 3.9104 9.7280 -1.9919
H 2.7547 8.4045 -1.5876
H -0.6334 -8.3361 7.2411
O 0.8503 -3.6481 -0.6005
O 1.4448 1.5423 -2.5927
H 7.1865 8.4516 -5.0650
H 4.5348 8.8767 0.5440
H -3.2273 -0.1534 -5.7859
C 7.2726 4.9084 -4.1184
H -3.0166 -5.6153 -2.1633
H 0.8407 -0.3982 6.9391
H 5.5883 5.4921 -5.4705
H -1.9431 -7.3098 7.6323
H -1.5193 -0.5899 7.1914
O -3.2901 -0.0800 1.1466
H -2.6191 -5.7575 -7.9651
H 8.0023 8.2868 -6.7371
H 1.8108 11.2174 -2.4153
H 7.7849 7.3117 -2.8339
H -1.6458 -2.7436 -9.3353
O 8.4025 5.4899 -3.4227
C -8.7085 -1.4830 2.2443
H -4.0097 -4.3796 7.8712
C -1.7609 -6.7404 3.4747
O 0.5362 2.5264 0.6514
O -2.4831 -3.1707 7.0239
C -3.7620 -3.7639 7.0065
H -4.7541 -3.7884 -3.0283
O 0.1364 0.3201 1.5960
C -3.7853 -3.3140 -3.1847
H -1.4961 -0.2612 -5.3858
H 6.2818 8.0770 -6.5182
C -2.5082 -0.3792 -4.9985
O -2.9558 -4.3293 -3.8692
C 3.5603 9.2519 0.8566
C -0.9409 -0.3213 1.8845
H -8.0164 -1.1732 3.0273
C 7.2469 7.9463 -6.0289
H -1.2561 -7.5960 3.0260
H 9.0441 6.5357 -1.8999
H 7.6732 4.1009 -4.7312
H 7.3457 5.9202 -1.7290
C 0.3861 -6.3751 8.5160
H -3.9361 -4.2455 6.0443
O -0.1278 -6.3398 7.1568
H -0.4110 -6.3322 9.2583
O -0.1385 -2.1078 7.2623
C -1.1134 -3.5555 -8.8398
C 1.3086 2.7750 -0.4167
H 1.4243 -1.3457 8.3824
O 1.0652 -3.5488 -2.6724
O 3.8246 -4.6841 2.5119
C -1.1629 -1.3414 7.8958
H -4.4451 -2.1648 -4.8568
H -9.7029 -1.7078 2.6299
H -0.9567 -0.8362 8.8394
H -4.2328 -5.8878 -3.3641
H -2.1765 -8.1946 5.3600
O -1.3310 -6.3704 4.7804
H -2.5456 0.4515 -4.2939
H 0.8651 -7.2771 8.8966
H -2.8499 -6.7831 3.4609
O 0.3087 0.6864 -0.8617
N 1.5046 -3.4591 -1.5414
H 2.8815 8.4665 1.1889
O 2.2173 3.6519 -0.5221
O 2.9493 10.0032 -0.1351
C 0.2959 -2.9970 -8.4903
H -1.1720 6.3674 2.9362
H -3.5584 -4.6679 -8.9279
H -8.7089 -0.6695 1.5188
O 3.0578 -6.5203 3.1873
H -1.3369 6.7177 4.6173
C -1.2646 -7.6102 5.4827
H 2.1562 -2.1040 -5.9882
H -3.2175 -3.2297 -2.2581
H 3.7614 9.8116 1.7700
C 8.0882 6.3617 -2.3939
H 0.9164 7.7912 -2.4305
H -1.5401 -5.9168 2.7958
H -0.8677 -4.4531 -9.4073
C -2.1405 0.3444 1.0980
H 6.0344 6.6590 -4.2354
C -3.1905 -5.5945 -3.2392
H 2.0473 -1.4088 -7.5534
H -4.5261 -3.0001 7.1513
O 2.2596 -4.6363 3.8682
O -1.9453 -3.9518 -7.7107
H -4.1117 -1.1850 -3.3375
H 0.1689 5.9486 4.0829
H 1.8477 -1.9853 6.8010
O 7.3222 6.5317 -5.9279
B -0.1582 1.2212 0.4911
O 0.4760 -2.7002 -7.1283
C 1.0085 1.5649 -1.4528
C 6.4355 5.9744 -4.9828
O -1.0879 -1.2626 2.6790
H 1.9971 9.7815 -3.3929
O -7.8413 -2.6728 0.5474
H 6.5600 4.4602 -3.4260
H -2.7046 -6.4558 -3.6976
O -2.5870 4.4259 3.5563
N -8.1054 -2.7598 1.7552
C -3.0407 -4.7524 -7.9724
O 0.4877 9.7221 -2.0525
H 2.4674 -3.1141 -7.3434
H 1.1015 -3.6555 -8.8150
O 2.7668 -3.1007 -1.3839
H -3.8262 -4.7468 -7.2167
Mg -0.3597 -4.1233 5.6409
```

The maximum force comes out at 6.36 eV/Å. The value obtained for the HOMO-LUMO gap is 1.967 eV. For the molar mass, the calculation gives 998.0 u. The calculated total energy is -105665.1166 eV. The energy above the lowest of the compared OMol25 structures with the same formula, charge and spin is 216.17 kcal/mol. Its net charge is -1.

---

> Which value of net charge does entry 2 give?

-1

---

> What is the molar mass in the first record?

745.4 u